# 1
Formula: CH4IN3
Source: the OMol25 dataset
Level of theory: ωB97M-V/def2-TZVPD

CARTESIAN COORDINATES (ANGSTROEM)
C  1.58  -0.45  -0.03
N  0.37  0.36  0.17
N  -0.65  -0.17  -0.27
N  -1.71  0.75  -0.16
I  -3.60  -0.13  0.06
H  1.88  0.17  -0.96
H  1.19  -1.47  -0.22
H  2.35  -0.39  0.77
H  -1.41  1.33  0.64

HOMO energy, eV: -9.127
E_tot, Ha: -502.357599
Lowest unoccupied orbital energy, eV: -0.4
SMILES: C/N=N/NI
Maximum force, eV/Å: 2.26
Frontier orbital gap, eV: 8.701


# 2
Formula: C22H19NS
Source: the OMol25 dataset
Level of theory: ωB97M-V/def2-TZVPD

CARTESIAN COORDINATES (ANGSTROEM)
C  3.82  0.74  2.24
N  2.40  0.37  2.26
C  1.32  1.21  2.12
C  0.14  0.48  2.24
C  -1.19  0.99  2.25
C  -2.30  0.04  2.11
C  -2.37  -1.14  1.31
C  -3.44  -2.05  1.46
C  -4.46  -1.83  2.38
C  -4.39  -0.67  3.17
C  -3.35  0.25  3.02
C  0.56  -0.92  2.53
C  -0.07  -2.11  2.91
C  0.68  -3.30  3.05
C  2.07  -3.33  2.94
C  2.75  -2.12  2.69
C  1.99  -0.96  2.48
H  4.45  -0.16  2.27
H  4.03  1.32  1.33
H  4.08  1.37  3.11
H  1.47  2.29  1.90
H  -1.48  1.79  3.10
H  -1.58  -1.38  0.59
H  -3.52  -2.92  0.80
H  -5.31  -2.51  2.47
H  -5.17  -0.44  3.88
H  -3.33  1.15  3.63
H  -1.14  -2.13  3.11
H  0.16  -4.23  3.26
H  2.65  -4.23  3.05
H  3.84  -2.03  2.63
S  -0.98  2.93  1.78
C  -2.58  3.25  1.35
C  -3.68  3.53  2.22
C  -4.73  4.35  1.71
C  -4.80  4.78  0.38
C  -3.74  4.40  -0.46
C  -2.69  3.54  -0.04
H  -3.69  3.07  3.23
H  -5.51  4.72  2.37
H  -5.57  5.51  0.04
H  -3.71  4.82  -1.46
H  -1.92  3.11  -0.71

HOMO energy, eV: -7.099
E_tot, Ha: -1302.569103
Lowest unoccupied orbital energy, eV: 0.3
Maximum force, eV/Å: 3.80
Frontier orbital gap, eV: 7.392


# 3
Formula: C3H6N2
Source: the OMol25 dataset
Level of theory: ωB97M-V/def2-TZVPD

CARTESIAN COORDINATES (ANGSTROEM)
C  -0.12  -0.66  -1.22
C  0.21  -0.39  1.28
N  0.18  0.13  -0.03
C  0.10  1.49  0.14
N  -0.17  2.55  -0.34
H  0.53  -0.33  -2.03
H  -1.16  -0.56  -1.53
H  0.08  -1.71  -1.02
H  0.71  -1.35  1.37
H  -0.70  -0.32  1.86
H  0.34  1.15  1.52

HOMO energy (spin up / spin down), eV: -8.796 / -8.798
E_tot, Ha: -227.243286
Lowest unoccupied orbital energy (spin up / spin down), eV: -0.7 / -0.7
Maximum force, eV/Å: 3.68
Frontier orbital gap (spin up / spin down), eV: 8.145 / 8.147


# 4
Formula: C3H17N2O4
Source: the OMol25 dataset
Level of theory: ωB97M-V/def2-TZVPD

CARTESIAN COORDINATES (ANGSTROEM)
N  0.34  0.44  -0.12
C  0.47  -0.49  1.04
C  1.26  -0.04  2.33
O  1.16  1.28  2.59
C  -0.93  -0.96  1.55
N  -1.23  -2.29  0.82
H  0.72  1.39  0.23
H  -0.66  0.43  -0.36
H  0.91  0.10  -0.99
H  1.03  -1.37  0.81
H  2.41  -0.07  2.11
H  0.95  -0.68  3.21
H  0.40  1.68  2.90
H  -0.87  -1.35  2.66
H  -1.82  -0.22  1.43
H  -2.16  -2.37  0.68
H  -0.69  -2.47  -0.11
H  2.12  -1.86  -3.28
H  0.92  -1.25  -3.75
O  1.55  -1.09  -3.05
H  0.52  2.31  -2.85
H  1.43  2.74  -1.78
O  0.69  2.11  -1.95
H  -3.43  1.18  -0.91
H  -2.67  1.51  -2.06
O  -2.43  1.34  -1.15

HOMO energy, eV: -12.669
E_tot, Ha: -534.660110
Lowest unoccupied orbital energy, eV: -2.9
Maximum force, eV/Å: 5.25
Frontier orbital gap, eV: 9.792
Charge: +1


# 5
Formula: C8H5NO2
Source: the OMol25 dataset
Level of theory: ωB97M-V/def2-TZVPD

CARTESIAN COORDINATES (ANGSTROEM)
C  -1.36  -1.09  -0.12
C  -1.07  1.25  0.01
C  0.17  0.71  -0.07
C  1.36  1.27  -0.23
C  2.61  0.43  -0.12
C  2.45  -0.88  0.17
C  1.18  -1.45  0.13
C  0.10  -0.71  0.03
H  -2.89  0.31  -0.49
H  1.49  2.37  -0.37
H  3.53  0.91  -0.22
H  3.18  -1.67  0.23
H  0.96  -2.49  0.33
N  -1.98  0.18  -0.09
O  -1.91  -2.14  -0.01
O  -1.21  2.41  0.30

HOMO energy, eV: -10.062
E_tot, Ha: -513.081677
Lowest unoccupied orbital energy, eV: -0.4
SMILES: O=C1NC(=O)c2ccccc21
Maximum force, eV/Å: 5.36
Frontier orbital gap, eV: 9.674


# 6
Formula: C12H30F4K2N2O14S4
Source: the OMol25 dataset
Level of theory: ωB97M-V/def2-TZVPD

CARTESIAN COORDINATES (ANGSTROEM)
K  0.35  2.86  -4.31
K  -1.60  5.13  -2.50
N  6.52  3.16  -0.21
S  7.66  2.45  0.79
O  7.32  2.11  2.12
O  8.97  2.92  0.50
F  7.59  1.05  0.02
S  5.66  4.01  0.81
O  6.40  5.10  1.38
O  4.75  3.28  1.61
F  4.67  4.79  -0.22
N  0.14  3.30  -1.58
S  1.75  3.34  -1.08
O  2.70  2.93  -2.05
O  1.89  3.11  0.29
F  1.85  4.93  -1.21
S  -0.42  2.00  -0.90
O  -1.17  2.10  0.29
O  0.37  0.84  -1.09
F  -1.51  1.71  -2.12
C  -2.33  -4.08  0.66
O  -2.14  -2.71  0.94
C  -2.49  -1.83  -0.11
C  -1.49  -1.77  -1.24
O  -1.60  -2.91  -2.07
C  -0.67  -2.90  -3.11
H  -1.88  -4.62  1.50
H  -1.86  -4.44  -0.25
H  -3.40  -4.35  0.71
H  -2.59  -0.84  0.33
H  -3.44  -2.16  -0.55
H  -0.46  -1.78  -0.85
H  -1.53  -0.85  -1.83
H  -0.68  -1.95  -3.67
H  -0.91  -3.72  -3.77
H  0.35  -3.01  -2.71
C  5.24  -1.63  1.11
O  4.51  -0.48  0.77
C  3.24  -0.37  1.32
C  2.19  -1.35  0.82
O  2.49  -2.68  1.21
C  1.53  -3.59  0.75
H  5.06  -1.95  2.14
H  6.31  -1.43  1.03
H  4.97  -2.50  0.50
H  2.86  0.62  1.04
H  3.22  -0.34  2.42
H  2.14  -1.27  -0.28
H  1.22  -1.06  1.24
H  1.40  -3.52  -0.34
H  0.56  -3.42  1.24
H  1.87  -4.60  0.97
C  -4.31  2.54  -0.81
O  -4.59  1.36  -0.12
C  -5.29  1.58  1.08
C  -5.37  0.28  1.90
O  -6.56  -0.41  1.66
C  -6.46  -1.34  0.60
H  -3.77  2.31  -1.72
H  -3.68  3.20  -0.18
H  -5.24  3.07  -1.04
H  -6.32  1.92  0.91
H  -4.79  2.36  1.67
H  -5.38  0.63  2.94
H  -4.49  -0.34  1.71
H  -5.61  -2.02  0.72
H  -6.33  -0.84  -0.36
H  -7.37  -1.93  0.59

HOMO energy, eV: -7.394
E_tot, Ha: -4829.978948
Lowest unoccupied orbital energy, eV: -3.5
Maximum force, eV/Å: 3.80
Frontier orbital gap, eV: 3.887


Q: What is the E_tot in the fourth record?
A: -534.660110 Ha


Q: Which of these has the highest maximum force?
A: C8H5NO2


What did the second record say?
Formula: C22H19NS
Source: the OMol25 dataset
Level of theory: ωB97M-V/def2-TZVPD

CARTESIAN COORDINATES (ANGSTROEM)
C  3.82  0.74  2.24
N  2.40  0.37  2.26
C  1.32  1.21  2.12
C  0.14  0.48  2.24
C  -1.19  0.99  2.25
C  -2.30  0.04  2.11
C  -2.37  -1.14  1.31
C  -3.44  -2.05  1.46
C  -4.46  -1.83  2.38
C  -4.39  -0.67  3.17
C  -3.35  0.25  3.02
C  0.56  -0.92  2.53
C  -0.07  -2.11  2.91
C  0.68  -3.30  3.05
C  2.07  -3.33  2.94
C  2.75  -2.12  2.69
C  1.99  -0.96  2.48
H  4.45  -0.16  2.27
H  4.03  1.32  1.33
H  4.08  1.37  3.11
H  1.47  2.29  1.90
H  -1.48  1.79  3.10
H  -1.58  -1.38  0.59
H  -3.52  -2.92  0.80
H  -5.31  -2.51  2.47
H  -5.17  -0.44  3.88
H  -3.33  1.15  3.63
H  -1.14  -2.13  3.11
H  0.16  -4.23  3.26
H  2.65  -4.23  3.05
H  3.84  -2.03  2.63
S  -0.98  2.93  1.78
C  -2.58  3.25  1.35
C  -3.68  3.53  2.22
C  -4.73  4.35  1.71
C  -4.80  4.78  0.38
C  -3.74  4.40  -0.46
C  -2.69  3.54  -0.04
H  -3.69  3.07  3.23
H  -5.51  4.72  2.37
H  -5.57  5.51  0.04
H  -3.71  4.82  -1.46
H  -1.92  3.11  -0.71

HOMO energy, eV: -7.099
E_tot, Ha: -1302.569103
Lowest unoccupied orbital energy, eV: 0.3
Maximum force, eV/Å: 3.80
Frontier orbital gap, eV: 7.392


Please write out number 4 again, unchanged.
Formula: C3H17N2O4
Source: the OMol25 dataset
Level of theory: ωB97M-V/def2-TZVPD

CARTESIAN COORDINATES (ANGSTROEM)
N  0.34  0.44  -0.12
C  0.47  -0.49  1.04
C  1.26  -0.04  2.33
O  1.16  1.28  2.59
C  -0.93  -0.96  1.55
N  -1.23  -2.29  0.82
H  0.72  1.39  0.23
H  -0.66  0.43  -0.36
H  0.91  0.10  -0.99
H  1.03  -1.37  0.81
H  2.41  -0.07  2.11
H  0.95  -0.68  3.21
H  0.40  1.68  2.90
H  -0.87  -1.35  2.66
H  -1.82  -0.22  1.43
H  -2.16  -2.37  0.68
H  -0.69  -2.47  -0.11
H  2.12  -1.86  -3.28
H  0.92  -1.25  -3.75
O  1.55  -1.09  -3.05
H  0.52  2.31  -2.85
H  1.43  2.74  -1.78
O  0.69  2.11  -1.95
H  -3.43  1.18  -0.91
H  -2.67  1.51  -2.06
O  -2.43  1.34  -1.15

HOMO energy, eV: -12.669
E_tot, Ha: -534.660110
Lowest unoccupied orbital energy, eV: -2.9
Maximum force, eV/Å: 5.25
Frontier orbital gap, eV: 9.792
Charge: +1